1.
65
Properties=species:S:1:pos:R:3:forces:R:3:mulliken_charge:R:1 method="wB97M-V/def2-TZVPD" relative_energy_kcal_mol=100.6 e_tot_ha=-3953.5786 e_lumo_ev=-3.01 homo_lumo_gap_ev=6.02 homo_ev=-9.0
O 18.312350 9.291160 -12.709390 0.750 0.124 0.046 -0.340
H 18.483680 9.307680 -11.764950 0.368 0.062 0.883 0.454
H 17.867540 8.470170 -12.932390 -0.627 -1.306 -0.755 0.404
H 17.820860 10.072680 -12.972550 -0.504 0.670 -0.531 0.446
As 20.618630 7.161170 -17.615840 0.701 1.269 1.083 2.054
F 20.113090 5.601810 -18.128760 -0.540 -0.584 0.166 -0.462
F 22.110700 6.819640 -18.490340 -0.455 0.665 0.507 -0.496
F 21.242780 8.801920 -17.058250 -1.118 -1.963 -0.712 -0.537
F 18.995580 7.355990 -16.750820 1.853 0.085 -0.639 -0.592
F 21.343030 6.484520 -16.130110 -0.797 0.448 -0.888 -0.514
F 19.918620 7.861020 -19.054870 0.180 0.060 0.666 -0.461
O 20.734970 3.710210 -20.953230 0.054 -0.363 -0.206 -0.635
H 20.453910 3.971900 -20.076440 -0.035 0.210 0.337 0.323
H 20.751430 4.526120 -21.453480 0.015 0.233 -0.060 0.313
O 21.272680 3.704950 -11.334740 0.045 0.027 0.252 -0.634
H 20.322190 3.608010 -11.393020 -0.201 -0.098 -0.007 0.302
H 21.526210 4.092460 -12.172480 0.164 0.082 -0.280 0.333
O 17.034080 3.364350 -16.879400 -0.291 0.161 0.193 -0.631
H 16.922000 2.434060 -16.683860 -0.051 -0.258 -0.025 0.315
H 17.962890 3.532740 -16.720750 0.367 0.186 -0.135 0.319
O 16.885780 5.923620 -13.322090 0.118 0.565 0.332 -0.592
H 16.752890 5.522430 -14.180940 0.038 -0.044 -0.491 0.331
H 16.830800 5.193790 -12.705190 -0.028 -0.165 0.181 0.295
O 25.205410 7.950560 -20.530040 0.116 0.254 -0.138 -0.661
H 25.680630 7.121220 -20.479160 0.172 -0.338 -0.043 0.315
H 24.376440 7.779980 -20.082890 -0.317 -0.022 0.190 0.336
O 19.244560 10.920080 -21.538790 0.099 0.165 -0.174 -0.635
H 18.395620 11.349000 -21.431280 -0.181 0.113 0.004 0.306
H 19.166870 10.106040 -21.041260 0.112 -0.313 0.208 0.329
C 25.587860 2.641160 -22.558430 0.034 0.282 0.134 -1.343
C 25.293340 3.708800 -21.514910 0.418 -1.869 1.613 0.382
C 25.074510 3.048490 -20.118330 -2.934 -0.371 -0.935 -1.037
O 26.358510 4.494960 -21.129010 2.390 2.699 -1.234 -0.496
H 24.742220 1.954460 -22.596440 0.057 -0.053 -0.046 0.338
H 26.464670 2.099160 -22.204100 0.090 -0.276 -0.167 0.342
H 25.770130 3.013380 -23.566560 0.061 0.169 0.059 0.346
H 24.531350 4.402820 -21.869610 -0.390 -0.287 0.402 0.272
H 24.434040 2.175480 -20.243760 -0.239 -0.203 0.347 0.348
H 24.491540 3.796060 -19.580390 0.159 -0.207 0.510 0.250
H 25.940840 2.743780 -19.531200 0.307 0.330 -0.607 0.320
H 27.190560 4.022500 -21.206880 -0.007 -0.110 -0.026 0.289
C 14.152400 9.205120 -15.807340 0.407 -0.591 0.825 -1.212
C 12.733870 8.560280 -15.892690 2.255 -0.665 -0.606 0.580
C 12.704830 7.032610 -15.477830 -0.416 1.631 0.022 -1.305
O 11.831190 9.283420 -15.115340 -0.333 0.419 0.532 -0.546
H 14.189170 10.294350 -15.789080 -0.570 0.029 -0.594 0.377
H 14.808300 8.805650 -16.580840 -0.259 0.201 -0.403 0.383
H 14.725420 8.970890 -14.910190 -0.332 -0.460 0.616 0.166
H 12.548920 8.736970 -16.952250 -0.812 -0.512 -0.172 0.147
H 12.988650 7.037570 -14.425440 0.081 -0.257 0.104 0.362
H 13.296520 6.289450 -16.012340 0.149 0.489 -0.235 0.361
H 11.656750 6.739620 -15.539390 -0.053 -0.257 -0.020 0.360
H 11.235830 8.684300 -14.659040 -0.062 -0.041 -0.056 0.331
C 23.024790 11.357490 -13.075100 0.398 0.068 1.572 -1.245
C 22.997940 11.335920 -11.488240 -1.053 -1.276 -2.364 0.484
C 23.055550 9.841920 -10.933440 1.026 2.277 0.688 -1.159
O 23.980780 12.251570 -11.008900 -0.344 -1.191 0.567 -0.529
H 24.061440 11.222640 -13.383760 -0.093 -0.292 -0.199 0.319
H 22.721120 12.345130 -13.422150 -0.141 0.026 -0.080 0.387
H 22.368160 10.595560 -13.495090 0.128 0.032 -0.105 0.332
H 21.985640 11.654650 -11.239710 -0.143 0.495 0.401 0.125
H 22.399870 9.114610 -11.412200 0.187 0.368 -0.484 0.307
H 22.734360 9.911480 -9.894170 0.130 -0.184 0.180 0.332
H 24.102310 9.538000 -10.928560 -0.121 -0.406 -0.148 0.329
H 23.805520 13.092650 -11.437240 0.017 0.065 -0.054 0.321

***

2.
13
Properties=species:S:1:pos:R:3:forces:R:3:mulliken_charge:R:1 method="wB97M-V/def2-TZVPD" relative_energy_kcal_mol=44.4 e_tot_ha=-778.8519 e_lumo_ev=-0.78 homo_lumo_gap_ev=9.26 homo_ev=-10.0
C -0.699649 -0.452396 0.449992 0.121 2.214 -0.705 -0.799
C 1.486459 0.505698 0.133022 -0.608 -1.429 1.554 -0.677
O -1.066529 2.073368 3.966784 -0.246 0.240 -0.969 -0.398
O -2.133450 0.010959 3.320392 -0.120 0.449 -0.693 -0.408
O -2.546051 2.034709 1.975579 -0.731 0.977 -1.609 -0.350
O 0.106411 0.685889 -0.012060 -0.747 -0.660 0.088 -0.336
S -1.899030 1.391343 3.023780 1.037 -1.576 3.328 1.155
H -0.820302 -1.382333 -0.100854 1.177 -0.049 -0.535 0.330
H -0.514065 -0.615917 1.481452 0.369 -0.525 0.956 0.340
H -1.645356 0.009449 0.342260 -1.367 0.162 0.268 0.280
H 2.072164 1.265412 -0.293032 0.372 0.816 -1.494 0.285
H 1.856476 0.520855 1.158970 -0.502 0.032 0.727 0.269
H 1.630777 -0.506943 -0.165064 1.245 -0.651 -0.917 0.309

***

3.
8
Properties=species:S:1:pos:R:3:forces:R:3:mulliken_charge:R:1 method="wB97M-V/def2-TZVPD" relative_energy_kcal_mol=25.9 e_tot_ha=-606.1461 e_lumo_ev="-1.22 / -1.22" homo_lumo_gap_ev="8.58 / 8.58" homo_ev="-9.8 / -9.8"
C 2.693280 -0.247307 -0.329108 -1.207 -0.967 -0.565 0.401
C -2.243443 0.474501 0.373940 3.262 -0.910 -1.453 -0.266
N 1.581143 -0.649450 -0.171025 -2.210 0.378 0.408 -0.265
O 3.819002 -0.101831 -0.554874 1.358 0.766 0.123 -0.429
S -1.679540 -0.799764 -0.495126 -0.781 1.242 0.772 -0.190
H -3.130584 0.397324 0.899588 -1.857 0.144 0.834 0.280
H -1.580162 1.353988 0.516684 -0.763 -0.465 -0.073 0.244
H 0.540304 -0.427459 -0.240082 2.199 -0.188 -0.046 0.226

***

4.
73
Properties=species:S:1:pos:R:3:forces:R:3:mulliken_charge:R:1 method="wB97M-V/def2-TZVPD" charge=-1 e_tot_ha=-2999.9161 e_lumo_ev="2.41 / 2.41" homo_lumo_gap_ev="3.07 / 3.07" homo_ev="-0.7 / -0.7"
C -0.117590 -0.166235 -6.122005 0.503 -0.122 -0.988 3.054
C -0.629291 -1.162812 -5.046623 -0.206 0.009 0.025 -2.386
C -0.284488 1.262584 -5.548885 -0.229 -0.246 -0.060 -2.767
C -1.414660 1.126155 -4.522377 -0.243 -0.269 0.369 -0.050
H -0.529989 1.962858 -6.352916 0.161 -0.081 0.307 0.308
H 0.649480 1.567284 -5.054508 -0.221 0.002 -0.145 0.557
C -1.120768 -0.284390 -3.876598 0.522 0.112 -0.159 0.905
H 0.190956 -1.835280 -4.754440 -0.267 0.040 -0.090 0.518
H -1.468405 -1.758523 -5.441586 0.333 0.105 0.038 0.283
C 0.024863 -0.156015 -2.866799 -0.262 -0.061 0.453 -1.364
H -2.016896 -0.697679 -3.376729 0.408 0.246 -0.245 1.201
H -2.358640 0.996233 -5.075965 0.055 -0.127 -0.234 0.605
C -1.587875 2.238204 -3.576995 0.180 -0.754 -0.190 0.524
C 1.321715 -0.342299 -6.547188 0.765 -1.178 1.171 -0.482
C -0.833194 -0.288768 -7.472628 -1.275 1.728 0.082 0.728
O -1.558879 0.609510 -7.864969 0.758 -1.725 -0.097 -0.612
O 2.143955 -1.063823 -6.000653 -0.575 0.901 -0.623 -0.617
O 1.587926 0.377598 -7.650922 0.507 -0.144 0.297 -0.232
O -0.590944 -1.346884 -8.278629 -0.323 -0.399 -0.008 -0.376
C 0.051676 -2.600006 -7.929753 -0.253 0.421 -0.092 -0.484
H -0.018574 -2.859873 -6.863320 0.080 0.269 -0.395 0.265
H 1.099234 -2.571448 -8.263848 -0.288 0.015 0.252 0.160
H -0.494824 -3.339312 -8.527495 0.218 0.085 0.238 0.306
C 2.935649 0.252769 -8.112063 0.156 0.075 -0.056 -0.780
H 3.628627 0.718363 -7.399625 -0.171 -0.129 -0.179 0.293
H 2.957427 0.774464 -9.066385 0.068 -0.021 0.055 0.251
H 3.213483 -0.800625 -8.239319 -0.099 0.250 0.043 0.323
O -0.366701 0.513359 -1.687042 0.195 -0.173 0.101 -0.675
H 0.887838 0.362985 -3.328459 -0.227 -0.061 0.069 0.359
H 0.396849 -1.180651 -2.634572 -0.287 0.443 -0.029 0.342
C -2.947208 2.510218 -3.091451 0.077 0.127 -0.017 -1.910
C -0.484571 3.132183 -3.225652 -0.032 0.256 0.123 -0.956
H -0.012468 3.616600 -4.094909 0.269 0.255 -0.022 0.109
H 0.306647 2.614476 -2.657610 0.401 0.239 0.163 -0.040
H -0.868995 3.929524 -2.576521 0.204 0.019 -0.047 0.453
H -2.918220 2.834228 -2.042661 -0.303 -0.039 0.154 0.318
H -3.592485 1.625269 -3.178032 -0.044 0.138 0.143 0.351
H -3.420746 3.321483 -3.670573 -0.555 0.259 0.084 0.347
Ti 0.068247 0.133277 0.100455 -0.234 -1.060 -1.184 0.603
C -1.740095 -0.877112 1.449072 0.370 -1.047 -0.630 -0.591
C -2.308718 -0.860039 0.143785 0.467 -0.514 0.110 -0.638
C -1.507441 -1.680984 -0.701886 0.124 -0.418 1.271 -0.379
H -3.225817 -0.343936 -0.145282 0.484 -0.077 0.040 0.417
C -0.399160 -2.169284 0.064627 -1.198 0.355 0.053 -0.595
C -0.548437 -1.669659 1.409084 -0.918 -0.209 -0.138 -0.459
H 0.084147 -1.908381 2.260823 -0.221 0.229 -0.343 0.430
H -2.193427 -0.447384 2.336770 0.403 0.137 -0.297 0.578
H -1.749971 -1.968729 -1.718443 0.315 0.392 0.115 0.770
H 0.366673 -2.850642 -0.294325 -0.208 0.231 0.099 0.535
C 2.091581 1.279799 0.607036 0.613 -0.900 -0.673 -0.665
C 2.082374 0.109646 1.440189 0.763 -0.083 -0.835 -0.418
C 2.181588 -1.036660 0.593960 0.290 1.271 -0.175 -0.366
H 2.137793 0.108313 2.522136 -0.309 -0.048 -0.299 0.595
C 2.201042 -0.590896 -0.762995 0.314 1.041 0.742 -0.656
C 2.164964 0.852530 -0.754362 0.681 -0.683 0.964 -0.707
H 2.263347 1.504846 -1.616546 -0.372 -0.195 0.175 0.556
H 2.151655 2.310497 0.949026 -0.372 -0.323 -0.111 0.486
H 2.323587 -2.061079 0.929865 -0.392 0.267 -0.091 0.525
H 2.331541 -1.214461 -1.640203 -0.237 0.135 0.176 0.584
Cl -0.779327 6.400036 6.089203 -0.034 0.543 0.366 -0.233
C -0.688251 5.009221 5.093323 0.021 -1.207 -0.967 0.455
C -0.553473 3.742493 5.684714 -0.064 0.215 -0.517 -0.689
C -0.473897 2.615895 4.865097 -0.090 0.634 0.052 -0.352
C -0.535688 2.751175 3.471780 0.037 0.272 -0.030 -0.178
C -0.683176 4.010331 2.885572 -0.032 -0.065 0.484 -0.346
C -0.760358 5.145358 3.696027 0.023 -0.205 0.390 -0.647
C -0.359588 1.504307 2.662665 0.165 -1.709 -0.798 0.702
O -0.058909 0.465543 3.285265 -0.425 1.433 -0.702 -0.636
O -0.516574 1.559958 1.343422 -0.026 0.984 2.333 -0.183
H -0.515808 3.644696 6.766369 0.011 0.079 -0.183 0.376
H -0.357264 1.627538 5.301273 -0.012 0.186 -0.196 0.451
H -0.737776 4.082542 1.802391 0.025 0.014 0.173 0.450
H -0.880294 6.130022 3.252220 0.041 -0.139 0.132 0.397